Record 1
{"formula": "C3H7N3S", "method": "ωB97M-V with the def2-TZVPD basis set", "species": ["C", "C", "C", "N", "N", "N", "S", "H", "H", "H", "H", "H", "H", "H"], "xyz": [[-2.3391, -0.0844, -0.7495], [0.4633, -2.1637, 0.4065], [1.8107, 1.5072, 0.0674], [-1.8716, 0.6066, 0.1788], [-1.4401, 1.2939, 0.9741], [0.7392, -0.9467, 0.3140], [1.2791, 0.0578, -0.8646], [-1.9701, -0.1385, -1.7000], [-3.2801, -0.4042, -0.4597], [0.2850, -2.4291, 1.3521], [0.5171, -2.8086, -0.4772], [2.6471, 1.9863, -0.4237], [2.1024, 1.2986, 1.1683], [1.0570, 2.2246, 0.2134]], "lowdin_charge": [-0.06, -0.13, -0.41, -0.23, 0.21, -0.44, 0.80, 0.04, 0.05, 0.02, 0.08, 0.02, 0.08, -0.02], "multiplicity": 1, "total_charge": 0, "relative_energy_ev": 4.447, "homo_ev": -8.484, "total_energy_ev": -18526.0238, "gap_ev": 9.40}

---

Record 2
{"formula": "C23H43Cl2N4O7SiV", "method": "ωB97M-V with the def2-TZVPD basis set", "species": ["C", "C", "H", "H", "H", "C", "C", "H", "H", "H", "H", "V", "Cl", "C", "O", "N", "C", "C", "H", "H", "H", "H", "H", "H", "H", "H", "H", "C", "C", "N", "H", "C", "O", "H", "H", "H", "H", "H", "H", "C", "C", "N", "H", "C", "O", "H", "H", "H", "H", "O", "C", "C", "C", "H", "C", "H", "C", "H", "C", "C", "H", "H", "H", "Si", "Cl", "C", "C", "C", "H", "H", "H", "H", "H", "H", "H", "H", "H", "O", "N", "O", "O"], "xyz": [[-2.2336, -0.4806, -6.0344], [-1.6197, -1.3306, -4.9781], [-1.4546, -0.0293, -6.6701], [-2.8286, 0.3106, -5.5758], [-2.8890, -1.0850, -6.6936], [-1.0707, -2.5318, -5.2874], [-0.9096, -3.0085, -6.7010], [-0.7447, -3.2282, -4.5210], [-0.1903, -2.3877, -7.2518], [-1.8533, -2.9729, -7.2643], [-0.5477, -4.0429, -6.7094], [0.7779, 1.1552, 1.1764], [1.4442, 3.2920, 0.6303], [0.3185, -1.5034, 1.8281], [1.2888, -0.6698, 1.7928], [0.3917, -2.5811, 2.6049], [1.6342, -2.8630, 3.3024], [-0.7582, -3.4504, 2.7972], [-0.5605, -1.3318, 1.2124], [1.9957, -1.9760, 3.8291], [2.4162, -3.2021, 2.6094], [1.4301, -3.6569, 4.0167], [-1.6659, -2.8348, 2.7864], [-0.6357, -3.9372, 3.7711], [-0.8050, -4.2094, 2.0031], [0.9106, 3.6306, 6.2781], [-0.7937, 4.6773, 5.7200], [0.9459, 2.8738, 5.4882], [-0.8476, 4.4368, 4.6606], [0.1136, 3.3804, 4.4138], [0.5417, 1.9230, 5.8787], [-0.0221, 2.5885, 3.3327], [0.8525, 1.6918, 3.1434], [-1.8657, 4.1069, 4.4050], [-0.6826, 2.9503, 2.5355], [1.9722, 2.7230, 5.1438], [-0.5979, 5.3306, 4.0778], [1.5451, 0.5970, -3.3577], [2.6668, -2.3034, -3.5180], [2.6343, 0.4353, -3.4039], [3.4838, -1.8482, -2.9380], [3.0574, -0.5552, -2.4164], [3.1605, 1.3836, -3.2636], [2.7732, -0.3806, -1.0968], [2.3480, 0.6846, -0.6167], [3.7606, -2.5087, -2.1077], [2.9597, -1.2830, -0.4803], [2.8891, 0.0371, -4.3928], [4.3374, -1.7086, -3.6164], [-0.8707, 0.4508, -3.4914], [-1.6101, -0.7128, -3.5586], [0.0688, -2.1229, -2.2896], [-1.2632, -1.7960, -2.5168], [0.8210, -1.5737, -2.8459], [0.3962, -3.1593, -1.3966], [-2.6942, -0.5105, -3.3754], [-2.2859, -2.5226, -1.9004], [1.4516, -3.3805, -1.2017], [-0.6279, -3.8846, -0.7863], [-1.9617, -3.5832, -1.0356], [-3.3172, -2.2801, -2.1452], [-0.3641, -4.7493, -0.1455], [-2.7681, -4.1514, -0.5546], [-0.3749, 2.7435, -2.4258], [-0.4420, 0.7860, -0.5628], [1.3456, 3.2878, -2.9607], [-0.8290, 4.2486, -1.2575], [-1.7033, 2.9218, -3.6713], [2.1436, 3.0095, -2.2592], [1.3208, 4.3907, -3.0157], [1.5859, 2.9168, -3.9623], [-1.6995, 2.0494, -4.3341], [-1.4938, 3.8380, -4.2333], [-2.6726, 2.9974, -3.1792], [-1.1479, 4.0095, -0.2336], [-1.6463, 4.7984, -1.7490], [0.0091, 4.9590, -1.1727], [-1.8592, -0.5228, 3.5873], [-1.6030, 0.6100, 3.1479], [-1.7357, 1.6470, 3.8740], [-1.2914, 0.7822, 1.9065]], "lowdin_spin": [0.00, 0.00, 0.00, 0.00, 0.00, 0.00, 0.00, 0.00, 0.00, 0.00, 0.00, 1.89, 0.01, 0.01, 0.02, 0.00, 0.00, 0.00, 0.00, 0.00, 0.00, 0.00, 0.00, 0.00, 0.00, 0.00, 0.00, 0.00, 0.00, 0.00, 0.00, 0.01, 0.01, 0.00, 0.00, 0.00, 0.00, 0.00, 0.00, 0.00, 0.00, 0.00, 0.00, 0.00, 0.00, 0.00, 0.00, 0.00, 0.00, 0.00, 0.00, 0.00, 0.00, 0.00, 0.00, 0.00, 0.00, 0.00, 0.00, 0.00, 0.00, 0.00, 0.00, 0.01, 0.02, 0.00, 0.00, 0.00, 0.00, 0.00, 0.00, 0.00, 0.00, 0.00, 0.00, 0.00, 0.00, 0.00, 0.00, 0.00, 0.01], "multiplicity": 3, "s2": 2.011, "total_charge": 0, "relative_energy_ev": 4.136, "homo_ev": [-7.304, -7.304], "total_energy_ev": -103449.0927, "gap_ev": [6.74, 7.28]}

---

Record 3
{"formula": "C6H6O", "method": "ωB97M-V with the def2-TZVPD basis set", "species": ["C", "C", "C", "C", "C", "C", "O", "H", "H", "H", "H", "H", "H"], "xyz": [[-2.0501, -0.7462, -0.7642], [-0.9047, -0.3123, -0.3911], [0.1047, -1.1560, 0.3157], [1.1457, -0.7028, 0.9209], [1.5959, 0.6851, 0.7253], [0.6806, 1.3364, 0.0330], [-0.3690, 0.8481, -0.7785], [-2.6620, -1.6271, -0.8453], [-2.7385, 0.2755, -1.0338], [-0.1401, -2.2530, 0.2879], [1.8025, -1.2859, 1.5392], [2.5726, 0.9492, 1.2141], [0.6847, 2.5309, 0.0284]], "lowdin_charge": [0.05, -0.44, -0.05, -0.12, -0.07, -0.11, 0.02, 0.06, 0.14, 0.14, 0.10, 0.13, 0.16], "multiplicity": 1, "smiles": "C=C1C=CC=CO1", "total_charge": 0, "relative_energy_ev": 3.518, "homo_ev": -8.142, "total_energy_ev": -8362.9883, "gap_ev": 9.03}

---

Record 4
{"formula": "C11H7BeNO4", "method": "ωB97M-V with the def2-TZVPD basis set", "species": ["Be", "O", "C", "C", "O", "C", "O", "C", "O", "H", "H", "N", "C", "C", "C", "C", "C", "C", "C", "H", "H", "H", "H", "H"], "xyz": [[1.0637, 0.2044, -2.0550], [0.3021, 2.8266, -2.9301], [0.3716, 1.6756, -2.8670], [0.2962, -1.8076, -2.9689], [0.3285, -2.9471, -2.8971], [2.7490, 0.0212, -2.5446], [3.8689, -0.0058, -2.8141], [-2.2788, 0.0011, -3.2074], [-3.1674, -0.0067, -2.4888], [0.6057, 0.3751, -6.7076], [0.6062, -0.3767, -6.7080], [0.4114, -0.0132, -0.5935], [-0.1304, -0.0070, 0.4533], [-0.3759, 0.0078, 1.8545], [-0.5899, -1.2048, 2.5544], [-0.5833, -1.2246, 3.9558], [-0.4168, -0.0082, 4.6479], [-0.2717, 1.2189, 3.9737], [-0.2829, 1.2268, 2.5733], [-0.8433, -2.1051, 1.9891], [-0.7527, -2.1746, 4.4868], [-0.4061, -0.0194, 5.7430], [-0.1960, 2.1710, 4.5247], [-0.3080, 2.1724, 2.0256]], "lowdin_charge": [0.04, 0.27, 0.13, 0.08, 0.19, 0.17, 0.31, 0.02, 0.08, 0.01, 0.01, 0.19, 0.06, -0.20, 0.00, -0.02, 0.00, -0.02, 0.00, 0.13, 0.14, 0.13, 0.14, 0.13], "multiplicity": 1, "total_charge": 2, "homo_ev": -16.200, "total_energy_ev": -21583.4077, "gap_ev": 6.43}